*i*
# C18H54O18

A cluster of 9 separate species, C18H54O18 in total (the ωB97M-V functional and the def2-TZVPD basis, OMol25).

```
! RIJCOSX wB97M-V def2-TZVPD def2/J DEFGRID3
* xyz 0 1
O -0.4581 -1.0791 4.7018
H -0.3127 1.6139 -0.7785
C 1.3041 0.4722 -0.7487
C 0.3545 -3.5732 -3.2033
H -2.1890 1.3185 1.0333
H -2.3653 -1.2129 1.8898
H -4.6845 -0.9114 2.0851
C -4.5647 0.0324 2.6314
H 0.3666 1.8332 3.9562
H 2.5245 0.0230 1.0401
H -1.8737 -0.2450 -1.8284
H -1.4477 3.8610 -0.1326
C 0.5815 -2.0302 4.9467
O 2.4409 0.6617 5.2953
H 2.6913 2.6032 5.8515
H -1.6018 -3.5566 -3.5349
H 0.4796 -4.6552 -3.0605
C 0.1531 -3.1530 5.8749
H -2.9904 0.8794 3.8068
C -3.6931 -1.7224 -0.4481
H 2.2687 -3.7737 -6.6914
H 0.8523 -3.9739 5.6996
H 1.1221 1.8949 6.2437
H 2.1433 0.4010 -1.4451
H -2.2705 -3.0702 -0.2258
O -2.4101 -2.1476 0.0018
O 1.8797 1.4472 -3.7980
H 4.0430 -3.6109 -5.0253
H -4.4064 -2.5511 -0.3984
H 2.4346 2.2577 -6.2396
O -2.8020 -0.0167 -1.9337
C -2.1134 3.8731 1.8966
C 2.2124 3.0928 -5.5699
C 1.7800 0.7300 0.6624
O -1.5791 1.8916 0.5509
C 3.8113 -2.8878 -5.8152
H -5.5065 1.4318 1.6489
C -3.1983 -0.0606 3.2933
O 2.3888 -3.0342 -6.0916
O -4.5988 1.1208 1.7012
H 1.8506 2.5995 3.3857
H -3.3069 -0.7931 4.1030
H 1.7486 0.1069 4.9186
H -2.7792 4.7374 1.9680
H 0.7441 -2.8437 -1.2652
H 3.6316 -0.7339 -6.0158
H -3.1594 -1.8365 -2.6070
H -0.8808 -3.4699 5.7459
H -3.0347 3.2187 0.0683
O 0.8899 3.4885 -5.9881
H -0.5309 -1.0173 3.7402
C -2.0395 3.2272 0.5276
C 1.9014 1.9579 5.4755
H -0.0638 3.8961 3.9110
O 0.3609 -2.9235 7.2859
H 3.1285 2.9969 -3.5229
H 2.9272 -2.8643 -3.0977
H 1.5007 1.4566 -2.9036
C 1.1744 2.5097 4.2387
H 0.9601 3.7816 -6.8998
H -0.4652 -2.5914 7.6480
H -2.5406 3.1953 2.6387
H 4.3128 -3.2538 -6.7119
H 0.8543 -2.4659 3.9777
H 2.2396 1.6733 0.9677
O -0.8158 4.2743 2.3460
O 0.6641 3.8168 4.5589
H 0.8170 -0.5042 -0.7472
H 1.5643 -1.6465 5.2344
C 2.2113 2.8340 -4.0870
O 0.7015 0.4010 1.5801
H 0.5229 -3.3743 -4.2654
C 1.2095 -2.8209 -2.2525
H -4.6187 -0.9562 -2.2166
H 1.2449 -1.7555 -2.5081
C 4.0449 -1.4827 -5.3368
H -0.5777 5.1568 2.0515
O 3.5331 -1.3128 -4.0286
O 2.5732 -3.2351 -2.2678
O -0.9873 -3.1900 -2.8954
H -0.0589 0.9730 1.4101
H 3.0310 -0.4854 -4.0252
O -2.1675 -0.4312 2.4254
O 0.5087 1.5250 -1.2873
H -5.3626 0.0700 3.3730
H 2.9176 3.9024 -5.7867
H -4.0639 -0.9360 0.2107
H 1.4014 3.4340 -3.6656
C -3.6099 -1.1771 -1.8590
H 5.1269 -1.3052 -5.3918
*
```

Output
HOMO energy, eV: -9.1
Kohn-Sham gap, eV: 9.414


*ii*
# C18H54O18

A cluster of 9 separate species, C18H54O18 in total (the ωB97M-V functional and the def2-TZVPD basis, OMol25).

```
! RIJCOSX wB97M-V def2-TZVPD def2/J DEFGRID3
* xyz 0 1
H 6.9229 3.6022 -20.1519
O 0.1499 -4.3263 -19.4014
H 0.9738 -5.1908 -21.9766
C 5.8619 -2.8814 -13.1871
O 8.1088 1.3935 -14.8948
H 6.5232 -5.6643 -19.3690
H 4.5087 -2.7495 -15.6178
H 1.4091 -5.2185 -24.0720
O 10.7449 -2.5010 -15.6421
H 1.5110 -4.7675 -17.8764
H 4.4192 -1.8083 -20.6304
H 8.3659 1.7194 -17.6525
H 0.6373 -6.7684 -19.9258
H 7.3073 3.3903 -15.4913
H 3.7273 -2.0070 -13.0826
H 3.6759 -3.8883 -23.6966
O 1.9592 -3.3665 -21.9040
H 3.4939 -0.8294 -17.7261
C 7.3980 2.6968 -21.8932
C 6.8487 -6.1669 -18.4582
H 0.5681 -3.7675 -20.0604
C 4.5312 -2.2545 -13.7758
C 6.7771 -5.3689 -17.1900
H 5.7754 -3.9227 -12.8766
H 9.5626 0.4275 -16.2157
H 5.7981 -2.1945 -18.4719
H 7.0924 -6.0738 -16.4206
H 8.0163 -1.1571 -16.8203
O 6.6943 3.6802 -21.0810
O -0.6445 -1.0763 -21.0565
H 11.2070 -1.7314 -15.9824
O 2.6226 -1.1421 -19.5651
H 4.6096 -0.3861 -19.7879
H -2.3600 -0.1633 -20.3207
C 4.7111 -2.1187 -18.4456
H -0.0584 -1.7710 -20.7475
H -0.0594 -0.3266 -18.3499
H -0.1788 1.0585 -19.5323
O 0.5962 -7.2345 -17.8251
C 4.1298 -1.3589 -19.6805
H 8.5515 1.9307 -14.2337
O 3.5591 -4.7272 -24.1484
H 5.4178 -5.6922 -16.0327
C 1.9653 -4.7590 -22.1129
H 5.6814 2.5067 -17.0214
H 8.9846 -1.8386 -17.9135
O 7.1641 0.8734 -20.5077
O 3.9759 -2.9932 -14.8573
O 6.8240 -2.8824 -14.2363
O 6.1846 -7.4334 -18.3156
C 7.0962 2.3211 -15.4718
O 7.5169 2.0631 -17.9398
H 6.9363 1.0955 -19.6020
C -0.7121 0.3061 -18.9513
C 9.0840 -1.3316 -16.9537
H -1.7355 -1.5764 -19.3905
H 2.1966 -4.8125 -19.4603
H 8.4778 2.3496 -20.0018
H 6.7675 2.1924 -22.6254
O 9.5402 -0.0128 -17.0684
H 2.7302 -5.1498 -21.4418
H 5.4820 -7.2549 -17.6863
H 2.4244 -0.7820 -20.4326
H 7.8928 -6.4759 -18.5063
H 2.4413 -6.4142 -23.2714
O -1.5959 0.9695 -18.1148
H 6.2792 0.8515 -16.7697
H -0.2880 -7.5823 -17.9624
H 4.8649 -1.2957 -14.1725
H 6.2143 2.2704 -14.8333
H -2.0977 1.5177 -18.7226
H 9.1556 -1.6873 -14.7967
H 2.1984 -6.8945 -19.1523
C 9.4633 -2.1362 -15.7411
H 8.8470 -3.0345 -15.7778
C 2.3247 -5.3541 -23.4963
H 6.2580 -2.4227 -12.2811
H 9.0517 1.3911 -21.3057
C -1.4736 -0.6797 -19.9522
C 1.3090 -5.0974 -18.8955
O 5.5471 -5.1365 -16.8047
H 8.1621 3.0945 -22.5611
H 4.2711 -3.0837 -18.1940
O 4.3200 -1.2303 -17.4462
C 8.1361 1.8012 -20.8795
C 6.5707 1.8980 -16.8581
H 7.6536 -3.0437 -13.7809
C 1.1550 -6.6330 -18.9762
H 2.7707 -2.9990 -22.2617
H 7.2577 -4.3918 -17.2381
*
```

Output
HOMO energy, eV: -9.6
Kohn-Sham gap, eV: 9.701


Q: Which of them is the least stable? A: *ii*.


*i*
# C19H27N3O3S2

The molecule C19H27N3O3S2 (the ωB97M-V functional and the def2-TZVPD basis, OMol25).

```
! RIJCOSX wB97M-V def2-TZVPD def2/J DEFGRID3
* xyz 0 1
H 5.0012 -0.7942 -2.7019
H 4.8995 1.1113 -2.6757
H -1.0847 0.5492 7.0107
C -0.5199 2.2874 0.5936
C 0.8512 -2.7738 -1.1072
H -2.9590 2.1080 -1.6586
H -2.0397 1.3876 5.5328
N 1.7246 0.7370 0.2794
O -1.6472 3.0963 0.5247
H 3.5865 -0.1048 -0.7946
N 0.1068 2.2546 -0.5624
C -1.4508 -3.0044 -1.2227
H -1.3214 -2.2021 1.4734
H -2.0968 0.6630 -1.2484
H -1.2733 2.6746 -3.6770
H -0.4288 1.3073 -3.1807
C -0.3731 2.8992 -1.6151
H 0.4791 3.3378 -2.2371
H -0.1286 1.8700 5.9698
H 1.7910 -1.1592 -0.3128
H -1.0736 -0.8569 4.9891
C -2.1926 1.4253 -2.0653
H -1.2441 -4.1146 -1.0446
C 2.6476 -1.2518 -2.1913
H -3.3254 -1.5496 -0.7263
C -1.1048 2.1322 -2.6329
S 1.2862 -0.4995 2.8049
H -0.9563 3.9137 -1.2632
H -1.7475 1.7510 3.3247
H -2.1151 -3.1317 -2.3192
C -0.2993 1.4601 1.5782
N 1.8660 -1.8899 -1.0460
C -0.4914 -2.2112 -1.2462
C 1.0871 1.5793 -0.7135
C -1.6414 -1.5805 0.5185
C 1.1116 0.8037 1.4117
C -0.8438 1.2677 2.8411
H -2.9804 -3.1996 0.1951
C -2.5437 -2.2821 -0.1874
H -2.1177 -0.6348 1.0708
O -0.7453 -1.1666 -0.3755
C 3.3742 -0.1241 -1.8492
H 1.0235 -3.2507 -2.0608
H -2.7515 0.9807 -2.8165
H 0.5216 -0.3485 5.5247
C -0.4877 -0.2070 4.9338
C -1.0753 1.1930 5.9118
O 2.4815 -1.7263 -3.2072
H 0.8531 -3.2793 -0.2738
H -0.6235 -1.4291 -2.2849
H 4.1327 0.1848 -3.8768
C -0.1432 0.4343 3.7029
S 2.3348 1.2776 -2.1875
C 4.6673 0.0855 -2.8294
*
```

Output
HOMO energy, eV: -7.7
Kohn-Sham gap, eV: 7.442


*ii*
# C19H27N3O3S2

The molecule C19H27N3O3S2 (the ωB97M-V functional and the def2-TZVPD basis, OMol25).

```
! RIJCOSX wB97M-V def2-TZVPD def2/J DEFGRID3
* xyz 0 1
N 0.0316 2.2135 -1.3880
H 0.8338 -0.1566 5.9856
C -2.4626 -2.7111 2.7983
C -0.8260 -3.3396 -0.0069
H 0.3764 2.8528 2.7553
H -0.3903 -2.0147 -4.5183
H -2.2279 -2.2260 3.8801
H -3.2864 -2.1759 0.8948
H 0.9371 -2.7437 -0.8590
C -0.5657 2.9161 -2.4062
H -3.4182 -0.8616 2.4672
H -0.7491 2.4697 -3.1377
C -0.7900 -2.7517 1.2719
H 0.9121 -1.0345 4.3928
H 2.2367 2.8462 -2.8786
O -1.4694 -1.5469 -2.0305
N -0.0262 -2.7935 -1.0507
H 1.2463 -1.9486 -4.9189
H 0.4951 -3.3521 -4.1103
C 0.4330 1.1442 -1.5957
S 0.5322 0.2622 -3.4932
H 1.5938 2.8739 -4.3431
O -1.4063 -3.3554 2.2282
C 1.8345 3.4410 -3.5516
H -1.8244 -3.1106 -0.3611
H -1.0984 -0.5592 1.9933
C 1.4553 1.0759 2.8984
H -0.5341 -4.2648 0.1572
H -1.4857 3.5163 -2.0851
C 1.6332 0.8855 4.1536
H 2.2942 4.1633 -3.8077
H 1.6122 -1.6420 -2.5763
O -0.4847 3.9093 0.0233
H -3.2911 -3.5921 3.1407
H 2.8463 0.5097 4.4176
C 0.5366 1.9100 0.8039
C 1.3671 0.7489 0.4025
C 0.7366 2.1220 2.1678
N 1.1698 0.2657 -0.8421
C 0.6721 0.0846 5.0454
H 0.7444 4.6843 -2.1003
H -0.2711 0.2181 4.7950
H 1.7780 1.9399 4.9017
C -0.2560 -1.8367 -2.0049
H 0.0705 4.7567 -3.8242
C 0.1614 2.6915 -0.1983
C -2.7557 -1.7269 1.9726
C 0.7294 -2.3100 -4.3149
S 1.8517 -0.3535 1.5587
H 0.1268 -2.3659 1.6254
C -1.3079 -1.3468 1.3268
C 0.4990 4.0392 -2.8215
H -1.5347 -0.8790 0.1839
C 0.7146 -1.5413 -3.0170
*
```

Output
HOMO energy, eV: -8.0
Kohn-Sham gap, eV: 7.644


Q: Which of them is the least stable? A: *ii*.


*i*
# CH12O4S2

A cluster of 5 separate species, CH12O4S2 in total (the ωB97M-V functional and the def2-TZVPD basis, OMol25).

```
! RIJCOSX wB97M-V def2-TZVPD def2/J DEFGRID3
* xyz 0 1
H 1.5636 -1.9361 -1.4840
O 0.9382 0.5544 -0.3473
H -1.7861 3.7703 2.4576
H 0.8762 -2.5147 -2.7861
H 0.3078 -2.6931 0.2863
O 2.6676 -1.3514 0.1201
H 0.8143 0.1814 -1.1659
H -1.3116 3.3961 0.8294
C -2.1361 3.2963 1.5914
H 1.6921 -3.4494 0.2621
O 0.7281 -3.5402 0.0826
H -3.6779 0.6317 -0.2617
O 1.5200 -1.8346 -2.4823
H 3.3697 -1.0877 -0.4309
S -2.3602 0.5897 0.1029
H 0.2089 1.0664 -0.2448
S -2.5160 1.6432 1.9897
H 2.1358 -0.5065 0.1413
H -3.0342 3.7843 1.3396
*
```

Output
HOMO energy, eV: -9.6
Kohn-Sham gap, eV: 9.457


*ii*
# CH12O4S2

A cluster of 5 separate species, CH12O4S2 in total (the ωB97M-V functional and the def2-TZVPD basis, OMol25).

```
! RIJCOSX wB97M-V def2-TZVPD def2/J DEFGRID3
* xyz 0 1
H -1.5021 -0.7723 1.0645
C -0.8689 1.9022 -1.0099
H -0.4860 -2.3845 -1.9479
O -0.5859 0.9074 1.7146
O 0.0642 -1.9792 -1.3841
H -1.5547 2.7494 -0.9675
H 0.2177 0.3110 1.6422
S 0.6011 2.6090 -1.9648
O -1.8819 -1.5708 0.7331
H -0.5570 -2.0137 -0.6401
O 1.8646 -1.1570 1.6413
H -1.8320 -2.0631 1.6047
H -1.4489 1.0026 -1.3768
H 2.3446 0.5598 -2.5122
H -0.6012 1.5799 0.0056
H -0.6076 1.5421 2.4217
S 2.3267 1.7165 -1.7779
H 1.7695 -1.9883 1.2135
H 2.7377 -0.9508 1.5400
*
```

Output
HOMO energy, eV: -8.3
Kohn-Sham gap, eV: 8.635


Q: Which of them is the least stable? A: *ii*.